ORCA calculation (ωB97M-V/def2-TZVPD) on C3H9AgBrO4S as an isolated structure.

E_HOMO (spin up / spin down) = -9.923 / -9.923 eV
<S²> = 0.753
calculated total energy = -3539.70858 Eh

```
! RIJCOSX wB97M-V def2-TZVPD def2/J DEFGRID3
* xyz 0 2
O 2.14629 0.91761 2.46755
H -0.27780 2.42908 -3.77053
H -2.05066 -1.83805 1.67474
Br -1.95243 0.55645 -2.30671
C -1.16347 -2.36000 1.32502
C 1.13248 1.38404 0.08716
O 2.68161 -0.69419 0.60334
O 0.45490 -0.61770 1.66920
Ag -3.35065 2.89125 -1.75895
C -0.09525 -1.49586 0.68958
H 1.75059 2.26644 0.21278
H 1.05374 1.00991 -0.92732
H -0.75647 -2.98630 2.12344
H -0.57393 -0.87497 -0.07524
S 1.77047 0.20329 1.28289
H 0.11651 1.50717 0.46742
H 0.58602 -2.16620 0.16680
O 0.00583 2.97866 -4.52487
H -1.47778 -3.11061 0.59371
*
```

Electronic structure analysis, Mulliken charges in units of e: -0.6065, 0.3374, 0.3072, -0.5617, -1.2987, -0.9092, -0.6348, -0.3085, 0.5521, 0.2852, 0.4046, 0.3087, 0.3484, -0.0515, 1.1891, 0.2976, 0.3016, -0.3436, 0.3827

ORCA calculation (ωB97M-V/def2-TZVPD) on one molecule with the formula C3H9NS.

E_HOMO = -8.362 eV
relative energy (zero: lowest compared OMol25 entry of this formula, charge and spin) = 48.1 kcal per mole
SMILES string = CNCCS
calculated total energy = -572.56344 Eh

```
! RIJCOSX wB97M-V def2-TZVPD def2/J DEFGRID3
* xyz 0 1
C 0.23376 1.07247 -0.41613
H -0.74045 1.61870 0.16167
H 0.83337 1.84157 -1.10157
S 0.94378 -0.36155 2.12452
H -1.01418 -1.41865 0.29586
H 0.39160 -1.59067 1.93778
C 1.32237 0.57958 0.64905
H -2.16197 -0.20940 0.06783
C -1.47268 -0.85513 -0.44112
N -0.41377 0.07031 -1.14289
H 0.16148 -0.41911 -1.78404
H 1.98221 1.35529 0.94123
H -1.96382 -1.46148 -1.26160
H 1.89831 -0.22193 -0.03059
*
```

Electronic structure analysis, Mulliken charges in units of e: -0.4321, 0.2130, 0.2786, -0.2355, 0.1366, 0.0920, -0.5016, 0.2919, -0.6487, -0.3144, 0.2416, 0.3806, 0.2838, 0.2142

ORCA calculation (ωB97M-V/def2-TZVPD) on a 17-piece molecular cluster, C68H187N17O17 overall.

E_HOMO = -8.591 eV
relative energy (zero: lowest compared OMol25 entry of this formula, charge and spin) = 138.0 kcal per mole
calculated total energy = -4912.44249 Eh

```
! RIJCOSX wB97M-V def2-TZVPD def2/J DEFGRID3
* xyz 0 1
O -8.69090 5.46163 -27.17832
H -12.00960 -2.53332 -27.96530
H -15.64133 -0.78141 -34.96354
C -14.73484 -0.64246 -33.16473
H -14.55841 -1.75725 -29.33570
H -3.86230 -5.02876 -28.95644
H -13.46169 1.86642 -25.05477
H -11.88208 3.36774 -30.24888
H -11.17452 6.34600 -28.87376
H -10.00451 9.59135 -27.73474
H -4.73679 6.15010 -22.37983
C -3.58477 2.52306 -23.52578
H -1.04741 -1.66469 -28.09675
H -9.88577 4.92919 -20.68703
H -11.19138 3.88519 -26.88350
H -0.93219 -2.71432 -29.43558
H -3.17772 7.37148 -25.95959
H -7.32267 -1.32592 -31.33153
O -11.00622 1.69530 -34.74334
N -7.68915 6.60314 -32.06099
H -9.39469 4.26414 -25.73805
N -1.30607 -0.61693 -31.26255
H -16.08774 0.39479 -26.11772
C -9.46749 6.66486 -27.07353
H -4.65230 10.11738 -28.93725
H -6.33216 7.49735 -30.93847
C -8.74275 -4.44683 -24.77766
H -3.47017 9.59042 -30.16293
N -9.20935 -5.57290 -25.54561
H -11.09359 -2.73239 -31.39345
H -15.88817 0.83317 -30.55714
H -8.38568 5.48037 -20.45438
H -12.85221 -1.00673 -30.39370
H -3.52506 -1.27190 -20.76475
H -12.74395 3.25978 -26.31201
N -5.17906 -0.30982 -22.85204
H -7.25174 -3.97852 -26.33131
H -7.69289 9.27071 -30.87215
H -5.20368 5.56759 -29.13834
H -7.43924 1.67972 -22.70671
H -15.25792 -1.88222 -31.59787
H -17.07312 -0.94828 -25.70325
C -4.07432 1.94614 -24.85083
H -8.26398 1.99377 -20.53572
H -5.03067 1.43288 -24.75052
H -12.52179 1.88093 -23.49298
H -9.92456 5.86386 -29.52809
H -10.14929 -5.87016 -25.32600
O -4.34829 11.49093 -30.37354
C -11.49842 -2.52895 -32.38482
H -10.86844 -1.76941 -32.84779
C -15.70234 1.81952 -30.13206
C -4.51694 3.43624 -22.70775
H -6.63511 -0.97081 -29.74962
H -11.39246 8.51159 -27.38214
H -6.76275 1.64605 -28.54195
H -7.26400 9.51772 -29.25183
C -5.54739 9.31564 -30.69082
H -6.68163 -2.62936 -22.33446
O -14.49008 1.24411 -23.41833
H -12.14907 3.12597 -33.78539
C -6.69381 -1.72411 -30.53524
C -6.96142 9.79890 -30.26053
H -9.75703 1.73785 -27.81377
N -12.94728 -0.52874 -29.50906
C -8.27009 -3.05412 -29.43218
C -6.91374 -1.64476 -21.92852
H -16.64837 -0.85558 -32.11914
H -16.40100 1.99091 -21.73933
C -14.10199 3.03496 -28.84589
H -5.43924 2.95085 -22.38855
O -7.72797 -0.01025 -27.60139
H -17.05130 4.29088 -23.39588
H -9.40835 -0.04247 -29.59074
N -17.09479 3.77979 -22.52583
H -8.26725 -5.08300 -31.12238
N -9.79890 -4.38778 -28.23518
H -14.56916 3.15820 -22.83649
H -14.75274 2.95665 -27.97498
H -0.33383 -0.37546 -31.13393
H -9.26858 3.06354 -19.59738
C -8.61179 -4.46293 -29.01647
N -5.51081 7.90145 -30.51163
C -13.43018 -1.55637 -33.47781
H -15.80570 2.55629 -30.92868
H -7.62799 1.84882 -26.97003
C -1.81200 -3.30236 -24.68970
H -17.70604 2.17630 -24.60617
N -13.37682 1.42712 -36.40759
H -9.11742 -2.56379 -29.91146
H -6.57097 -4.85394 -24.96333
H -2.60789 0.34366 -28.18259
H -11.41348 -1.67257 -26.09847
H -4.39191 -3.48676 -25.63215
H -6.11197 6.14131 -23.51737
H -7.87227 3.23992 -29.47310
H -10.66272 3.21350 -21.80376
H -9.06423 7.32527 -26.30585
H -6.67444 4.24712 -32.98056
H -13.42948 0.33774 -29.70090
N -8.76969 3.24474 -29.00973
H -4.02163 3.83500 -21.82245
H -4.01091 6.43609 -25.07943
C -2.57856 -2.32113 -25.61562
C -12.26060 3.84803 -27.09203
H -5.47260 4.80285 -27.60699
C -6.62753 4.41073 -31.90393
H -1.92251 -1.89487 -26.37457
H -2.68111 12.33333 -31.36721
O -3.11158 1.35758 -29.91053
H -9.96093 3.83564 -23.27556
H -5.93333 -0.01803 -20.91907
N -9.02094 5.14246 -21.16315
C -8.43894 4.73454 -25.96907
H -11.42098 -3.48584 -32.90102
H -10.26498 1.39623 -30.18639
H -16.27157 -2.19298 -33.06889
C -9.77576 3.16616 -22.43555
H -14.10648 4.34670 -34.94343
H -4.63169 -1.04152 -23.28227
H -7.75668 -4.82532 -28.44589
H -12.78789 1.50855 -33.79803
C -8.88600 -5.33226 -30.26035
H -5.18748 10.23169 -26.10549
H -3.64306 9.90214 -25.27145
H -6.73646 7.93404 -26.66789
C -7.30572 -4.10143 -25.24960
C -0.82322 -1.66448 -29.16345
C -9.32140 1.02654 -29.78505
H -8.13277 5.30599 -25.09282
H -9.42671 0.47612 -34.22951
H -13.79725 -2.44964 -33.98321
C -16.03047 -0.65055 -25.81426
N -10.39211 6.74544 -29.37213
C -9.65086 -3.16785 -24.80481
H -9.95993 5.25005 -31.88604
H -9.09390 4.43141 -33.04226
H -18.56894 1.67077 -23.16861
H -14.80545 2.88333 -34.40617
C -4.34807 9.54157 -26.02049
C -4.42329 10.09438 -30.00268
H -13.63800 -3.36545 -27.98591
C -5.68587 5.71067 -28.17132
H -10.74454 3.72190 -29.09783
C -14.34830 3.33992 -35.28403
H -7.50652 -1.92404 -21.05748
H -13.45573 -0.69788 -26.75220
C -8.41737 3.04166 -20.27787
C -3.74921 -3.00924 -26.37176
H -6.94013 -3.16541 -24.82734
H -3.41853 10.88570 -32.13296
C -4.52943 -1.69389 -20.80056
C -14.29453 -0.72257 -27.44784
H -10.66932 0.73919 -32.92716
H -12.66491 4.84444 -26.91377
C -10.58639 8.73694 -28.08040
H -16.11718 0.48615 -34.18100
C -1.87954 -0.78913 -29.92886
N -15.27809 -0.03795 -34.38438
H -14.36690 0.14259 -32.50411
H -4.44959 1.79308 -28.38566
H -16.47024 1.98501 -29.37638
H -4.09293 2.72199 -25.61622
H -6.27703 -0.09628 -26.17418
C -13.72945 -1.39614 -28.72699
H -14.54427 0.32385 -27.62317
H -8.04342 -2.51438 -28.51272
H -12.85488 0.35482 -24.39714
H 0.20689 -1.33081 -29.28856
H -4.94093 -5.04870 -27.60652
H -4.87174 -3.60473 -28.57459
H -14.09405 1.01454 -35.82841
C -8.29308 1.58937 -23.37820
H -15.02618 3.28406 -36.13576
H -10.04337 -0.71356 -25.62733
C -15.78891 -1.44291 -32.44236
H -10.65084 -3.39958 -24.43813
C -10.08625 1.18706 -33.73186
H -3.36810 1.18808 -25.18948
H -16.37779 4.29732 -22.03782
H -10.94774 9.35101 -28.90529
H -5.30246 8.49666 -24.50390
H -3.86075 -3.91070 -19.30812
H -9.45957 3.68733 -31.44674
C -2.16454 0.55798 -29.15501
H -9.90864 -5.23934 -30.62595
C -7.80005 5.25566 -31.52854
H -7.74337 5.29650 -30.44078
H -9.22955 -2.45955 -24.09142
H -8.14545 2.23068 -24.24713
H -4.40027 -2.27237 -26.84214
C -4.02733 -2.96548 -18.79149
H -7.09282 10.88090 -30.24914
O -3.26546 -3.86605 -27.39734
N -2.95340 1.49425 -22.63209
C -12.26287 2.24090 -34.41133
C -15.20302 2.45487 -23.37653
H -8.69402 -4.86126 -23.77070
H -5.76729 -0.62807 -27.79524
H -7.68984 -1.28021 -22.60148
H -2.26201 -0.82651 -24.32988
H -6.04572 6.46993 -25.87761
H -8.51713 7.05355 -31.69809
N -3.73146 7.40598 -25.11561
C -13.06604 2.61112 -35.68013
H -8.57269 3.77515 -28.17310
H -4.51479 0.43777 -22.71076
C -12.94085 -2.70724 -28.50440
H -15.23813 2.95864 -24.34249
H -5.41672 9.51779 -31.75391
H -9.44956 2.01505 -33.42016
H -1.36783 -4.04978 -25.34710
H -5.75685 7.75240 -29.54346
H -2.98919 2.89604 -28.58713
C -17.57699 1.74209 -23.61475
H -2.79986 -1.36220 -30.04161
H -10.58062 -3.97524 -28.72388
H -1.08237 -2.84347 -24.02249
H -12.90746 -0.96494 -34.22953
H -2.54440 -3.77133 -24.03262
H -10.45062 -1.13589 -27.33040
H -2.79197 3.20378 -23.83592
H -17.31420 0.71207 -23.85581
O -9.60708 -2.63906 -26.16492
C -5.62841 -0.85380 -21.54884
H -4.37993 -2.62183 -21.35255
H -4.30644 -3.15629 -17.75525
H -14.32102 3.90090 -29.47062
H -2.15655 1.05689 -23.07238
H -6.85936 -1.64502 -26.73094
H -8.58213 1.08189 -30.58412
O -14.38390 1.86553 -29.64493
H -1.65696 0.23672 -31.67274
C -7.64118 1.38003 -27.95399
O -4.96059 4.49726 -23.57905
C -16.54547 2.44024 -22.72184
O -4.99613 -2.10786 -19.48155
H -8.69044 -6.38528 -30.05785
C -12.55668 3.09287 -28.41482
H -4.32783 12.31342 -32.24559
H -8.74459 7.82466 -28.70109
H -5.67272 4.86408 -31.63759
H -6.04527 5.21674 -21.90302
H -7.81705 3.78433 -22.21734
O -9.48521 1.79327 -22.72696
H -3.66985 9.40873 -26.86339
H -12.42018 3.12179 -36.39441
H -9.58374 -3.68693 -27.54049
H -12.64953 -3.15722 -29.45348
C -13.22631 1.34355 -24.12778
C -3.77234 2.30871 -29.06653
H -12.54279 0.86017 -36.46311
H -5.66290 -1.87940 -30.85339
H -10.46729 6.37298 -26.75209
H -5.94573 1.30379 -31.09943
C -4.86545 8.21569 -25.46211
O -12.79007 -1.94882 -32.21357
H -4.75577 2.58100 -31.73131
H -5.85819 1.96751 -32.76708
C -10.35730 -1.50424 -26.30878
N -3.09469 -1.27312 -24.68664
H -7.69588 3.94316 -26.06746
C -5.82440 7.40100 -26.39935
H -7.78321 6.66029 -33.06496
C -8.68807 3.81925 -21.56295
O -5.19094 6.98666 -27.62633
O -6.74727 3.14913 -31.25532
C -5.77452 2.19430 -31.70422
H -9.27141 -5.12800 -26.45021
C -9.10406 4.57942 -31.96241
H -12.24317 2.05033 -28.36059
O -7.08670 -3.05701 -30.14866
C -3.61176 11.81303 -31.59369
C -8.99526 1.87015 -28.58207
H -15.47854 -0.76272 -24.88105
N -11.71916 3.80042 -29.35091
H -4.34621 2.95778 -29.72795
H -3.08419 -2.44116 -18.63759
H -3.58144 -0.51149 -25.13731
C -4.25728 -4.40220 -28.15676
C -5.53613 5.54588 -22.80886
C -9.70933 7.49223 -28.31784
O -15.38050 -1.42725 -26.92250
H -8.29520 0.56536 -23.75166
H -7.52003 3.39796 -19.77196
C -6.57699 -0.64689 -27.06577
H -1.20614 0.98095 -28.85389
H -6.73370 5.88366 -28.41673
H -2.68955 1.84252 -21.72150
*
```

Mulliken atomic charge list, values in e, 99 entries: 1.4926, -0.4256, 0.2567, 1.4132, -0.0740, 0.4335, -0.2973, 0.1681, 0.2505, 0.4529, 0.2727, 0.0740, 0.0065, 0.4036, -0.5614, 0.3548, 0.3776, 0.5459, -0.5245, -0.6808, 0.0321, -0.7176, 0.2674, -1.6799, -0.2219, 0.2204, -0.1089, 0.4678, -0.7535, -0.1659, 0.2113, 0.3433, -0.4864, 0.5485, -0.6984, 0.4009, -0.5816, 0.2815, 0.6480, -0.1543, 0.0835, 0.3731, -0.1695, 0.2269, -0.1713, 0.2586, -0.6458, 0.3428, -0.4495, -0.4530, 0.2433, -0.9871, -0.7601, -0.2130, 0.3231, -0.2931, 0.1995, 0.6327, 0.3889, -0.4179, 0.2346, -0.6882, -1.2780, 0.3577, 1.1440, 0.8480, -1.4196, 0.4333, 0.3453, -1.7410, 0.0591, 0.6620, 0.2882, -0.2675, -0.7942, 0.3354, -0.3252, 0.2729, 0.3893, 0.3086, 0.4055, 1.0145, -0.3258, -1.0519, 0.2575, -0.3364, -1.6282, 0.2893, -0.8241, -0.4931, 0.5658, -0.1263, 0.7859, 0.0228, 0.0991, -0.4554, 0.5835, 0.4487, 0.4732

ORCA calculation (ωB97M-V/def2-TZVPD) on a 2-piece molecular cluster, H2O3SSi overall.

E_HOMO (spin up / spin down) = -11.000 / -9.053 eV
relative energy (zero: lowest compared OMol25 entry of this formula, charge and spin) = 87.2 kcal per mole
calculated total energy = -914.47459 Eh

```
! RIJCOSX wB97M-V def2-TZVPD def2/J DEFGRID3
* xyz 0 1
H -0.61129 0.07051 1.91519
Si -0.71462 -0.14536 0.40026
S 1.50911 -0.32725 -0.55003
O 2.47810 -0.07881 0.47435
O 0.31066 -1.36840 0.13230
H -3.31368 1.02986 -1.95827
O 0.34172 0.81945 -0.41379
*
```

Electronic structure analysis, Mulliken charges in units of e: -0.0178, 0.2158, 0.7108, -0.4383, -0.2616, 0.0196, -0.2286

- calculated total energy of number 3 (C68H187N17O17)?
  -4912.44249 Eh

Repeat the first record exactly.
ORCA calculation (ωB97M-V/def2-TZVPD) on C3H9AgBrO4S as an isolated structure.

E_HOMO (spin up / spin down) = -9.923 / -9.923 eV
<S²> = 0.753
calculated total energy = -3539.70858 Eh

```
! RIJCOSX wB97M-V def2-TZVPD def2/J DEFGRID3
* xyz 0 2
O 2.14629 0.91761 2.46755
H -0.27780 2.42908 -3.77053
H -2.05066 -1.83805 1.67474
Br -1.95243 0.55645 -2.30671
C -1.16347 -2.36000 1.32502
C 1.13248 1.38404 0.08716
O 2.68161 -0.69419 0.60334
O 0.45490 -0.61770 1.66920
Ag -3.35065 2.89125 -1.75895
C -0.09525 -1.49586 0.68958
H 1.75059 2.26644 0.21278
H 1.05374 1.00991 -0.92732
H -0.75647 -2.98630 2.12344
H -0.57393 -0.87497 -0.07524
S 1.77047 0.20329 1.28289
H 0.11651 1.50717 0.46742
H 0.58602 -2.16620 0.16680
O 0.00583 2.97866 -4.52487
H -1.47778 -3.11061 0.59371
*
```

Electronic structure analysis, Mulliken charges in units of e: -0.6065, 0.3374, 0.3072, -0.5617, -1.2987, -0.9092, -0.6348, -0.3085, 0.5521, 0.2852, 0.4046, 0.3087, 0.3484, -0.0515, 1.1891, 0.2976, 0.3016, -0.3436, 0.3827

- Which of these has the highest calculated total energy?
  C3H9NS

- What is the formula in the third record?
  C68H187N17O17